An isolated ion of composition C23H30N3O and charge +1, computed with the ωB97M-V functional and the def2-TZVPD basis.

HOMO level (eV): -11.09
SMILES: Cc1ccc(NC(=O)CCN2CC[NH+](C/C=C/c3ccccc3)CC2)cc1
Largest force on an atom (eV Å⁻¹): 0.7
Net charge: +1
E (eV): -30850.3420
2S+1: 1

Cartesian coordinates (Å):
C  -3.69  7.33  -3.16
C  -3.24  5.95  -2.83
C  -3.37  4.92  -3.76
C  -2.97  3.64  -3.46
C  -2.42  3.35  -2.22
C  -2.30  4.36  -1.27
C  -2.71  5.64  -1.58
H  -2.61  6.42  -0.84
H  -1.92  4.14  -0.29
N  -2.03  2.01  -1.94
C  -0.88  1.53  -1.47
O  -0.76  0.31  -1.30
C  0.25  2.49  -1.18
C  0.58  2.53  0.33
N  0.98  1.24  0.80
C  0.27  0.53  1.82
H  -0.78  0.82  1.79
H  0.66  0.75  2.83
C  0.42  -0.98  1.54
N  0.89  -1.14  0.15
C  2.27  -0.65  0.03
H  2.54  -0.64  -1.03
H  2.95  -1.32  0.56
C  2.33  0.78  0.63
H  2.88  1.45  -0.03
H  2.86  0.75  1.60
C  0.70  -2.52  -0.39
C  1.42  -3.56  0.41
C  0.79  -4.40  1.23
C  1.39  -5.46  2.04
C  2.76  -5.74  2.02
C  3.27  -6.76  2.81
C  2.43  -7.50  3.62
C  1.07  -7.23  3.65
C  0.56  -6.22  2.86
H  -0.50  -6.01  2.88
H  0.41  -7.81  4.28
H  2.83  -8.29  4.24
H  4.33  -6.97  2.79
H  3.42  -5.18  1.39
H  -0.29  -4.33  1.33
H  2.48  -3.61  0.27
H  -0.38  -2.71  -0.39
H  1.05  -2.51  -1.42
H  0.27  -0.47  -0.44
H  -0.53  -1.50  1.65
H  1.15  -1.45  2.21
H  1.36  3.28  0.49
H  -0.30  2.85  0.89
H  1.13  2.11  -1.71
H  0.02  3.48  -1.54
H  -2.70  1.30  -2.22
H  -3.07  2.85  -4.20
H  -3.79  5.14  -4.73
H  -3.38  7.61  -4.16
H  -3.30  8.06  -2.45
H  -4.78  7.38  -3.13

Atom charges from the natural (NBO) analysis, given in e for atoms 1 to 5:
1 C -0.63
2 C 0.00
3 C -0.19
4 C -0.22
5 C 0.18